[1]
DFT (the ωB97M-V functional and the def2-TZVPD basis) results for a cluster of 3 separate species, C35H47BrCl4F4N4O3 in total.

highest occupied orbital energy: -8.54 eV
largest force on an atom: 0.46 eV/A
spin multiplicity: 1
SMILES: CCC[C@H](O[C@@](N)(COCCOCC)C(F)(F)C(F)F)[C@@H]([C@H](Br)CC)N(CCN)c1cccnc1.Clc1ccccc1Cl.Clc1ccccc1Cl

Last column: Mulliken charge in e.
Positions of all 98 atoms, in Å:
C 5.20497 -1.99588 0.52581  -1.3512
C 4.01618 -1.30681 -0.17072  -0.4923
C 3.87618 0.20256 0.12163  -0.4701
C 2.42682 0.67175 0.33660  -0.2331
O 2.10326 1.80290 -0.51039  0.7146
C 1.51137 1.50845 -1.73915  0.0433
N 2.30321 0.55914 -2.51213  -0.4435
C 0.00015 1.09163 -1.60598  -1.6661
O -0.41669 1.02015 -0.27083  -0.0769
C -1.37055 1.97827 0.15470  0.1347
C -2.76199 1.35669 0.24814  -0.8164
O -2.69318 0.05420 0.79359  0.2323
C -3.20445 -0.06524 2.10803  -0.3602
C -4.72141 0.09872 2.22362  -1.0524
C 1.60209 2.83987 -2.50384  0.6439
F 0.82503 3.76798 -1.88497  -0.1945
F 1.08337 2.66225 -3.75063  -0.3820
C 3.05479 3.37531 -2.60743  0.4258
F 3.24496 3.94745 -3.82287  -0.3355
F 3.24444 4.32687 -1.66146  -0.2501
C 1.96104 1.08893 1.73533  -0.5432
C 1.88368 -0.01574 2.80246  -0.2340
Br 3.61327 -0.58578 3.49790  -0.1394
C 0.93606 -1.17728 2.41122  -0.0063
C 1.46981 -2.60979 2.45092  -1.7220
N 2.52085 2.34399 2.27633  1.6500
C 3.76529 2.91749 1.75451  0.0715
C 4.99813 2.62470 2.60660  -0.8957
N 4.72859 2.97200 3.99627  -0.6459
C 1.48985 3.32101 2.45189  -0.3126
C 1.03503 4.14168 1.41843  0.3929
C -0.00381 5.02054 1.68746  -0.7256
C -0.55342 5.04094 2.96926  -0.3183
N -0.12229 4.27330 3.96189  -0.7160
C 0.88338 3.44414 3.70087  -0.6209
H 4.90023 -2.91388 1.02857  0.2893
H 5.66053 -1.33737 1.26280  0.2909
H 5.97244 -2.26717 -0.19905  0.3650
H 3.08310 -1.82171 0.06387  0.2599
H 4.15344 -1.42331 -1.24978  0.5448
H 4.22612 0.74527 -0.75858  0.1055
H 4.52910 0.49232 0.93860  -0.1281
H 1.76627 -0.14576 0.04185  1.0245
H 1.96912 0.53060 -3.46883  0.3463
H 2.21244 -0.37899 -2.13989  0.3484
H -0.12631 0.10915 -2.06957  0.2945
H -0.62680 1.78843 -2.16843  0.5606
H -1.06103 2.33710 1.14205  -0.4099
H -1.37731 2.84211 -0.51562  0.6477
H -3.37136 2.00715 0.88398  0.3856
H -3.20783 1.29622 -0.74458  0.0654
H -2.91020 -1.06036 2.44568  0.3603
H -2.70064 0.64941 2.77322  0.2568
H -5.11337 -0.58211 2.97996  0.3738
H -4.99017 1.10746 2.54170  0.3517
H -5.21224 -0.10525 1.27389  0.0774
H 3.78144 2.57858 -2.46730  0.1298
H 0.89724 1.28426 1.58966  -0.9046
H 1.43960 0.48887 3.65811  0.3966
H 0.49903 -0.96495 1.43441  0.0351
H 0.10196 -1.14082 3.11752  0.4218
H 1.64505 -2.92100 3.47959  0.4315
H 2.38886 -2.73377 1.88262  0.2235
H 0.71061 -3.27541 2.03491  0.4584
H 3.96467 2.65592 0.71447  -0.3431
H 3.65215 4.00294 1.76944  0.7800
H 5.34049 1.59105 2.47823  0.2003
H 5.79777 3.27669 2.24370  0.4610
H 3.94433 2.42292 4.32652  0.2015
H 5.52563 2.76320 4.58152  0.2784
H 1.48706 4.08089 0.43750  0.2831
H -0.39489 5.67604 0.91973  0.4384
H -1.37228 5.71352 3.19421  0.3757
H 1.24822 2.82894 4.51634  0.4540
Cl -8.41958 -0.36580 -2.34779  -0.2053
C -7.41437 -1.70088 -1.90611  0.2152
C -6.10142 -1.50836 -1.50056  0.3908
Cl -5.39177 0.06494 -1.40665  -0.2311
C -5.30687 -2.59052 -1.15070  -0.4210
C -5.82437 -3.87325 -1.21474  -0.4083
C -7.13806 -4.06985 -1.62004  -0.5425
C -7.93096 -2.98730 -1.96372  -0.3744
H -4.28853 -2.41352 -0.83551  0.3033
H -5.20122 -4.71594 -0.94847  0.4191
H -7.54880 -5.06911 -1.66895  0.3732
H -8.95425 -3.13160 -2.28053  0.4209
Cl -2.21794 -4.07660 -1.21531  -0.1661
C -1.76014 -4.52760 -2.82071  0.3542
C -0.80411 -5.50846 -3.04816  0.2764
Cl -0.03128 -6.32419 -1.73507  -0.2075
C -0.45784 -5.84393 -4.34922  -0.4082
C -1.06480 -5.20431 -5.41645  -0.4470
C -2.02253 -4.22570 -5.18747  -0.6089
C -2.36940 -3.88783 -3.89071  -0.4408
H 0.28822 -6.60796 -4.51624  0.4133
H -0.78911 -5.47174 -6.42727  0.3628
H -2.50168 -3.72506 -6.01756  0.3901
H -3.11573 -3.12904 -3.69805  0.5047


[2]
DFT (the ωB97M-V functional and the def2-TZVPD basis) results for a structure of composition C35H47BrHgN4P2 at a distorted geometry.

highest occupied orbital energy (alpha / beta): -12.83 / -12.83 eV
ΔE to the lowest compared entry with this formula, charge and spin: 84.9 kJ/mol
largest force on an atom: 2.86 eV/A
charge: +2
spin multiplicity: 1

Last column: Mulliken charge in e.
Positions of all 90 atoms, in Å:
N -6.62813 4.94811 -5.67693  -0.5393
C -6.44264 5.44777 -4.44125  -0.2863
C -5.40977 4.97898 -3.59014  -0.4554
C -4.62970 3.84185 -3.93384  0.4940
C -4.95793 3.27195 -5.18945  -0.4571
C -5.91501 3.87061 -6.04051  -0.3454
C -3.55455 3.23595 -3.12770  -0.0959
Hg 1.93259 -0.56352 -1.04980  1.1187
P 4.25783 -0.84783 -0.62396  -0.2654
C -2.97750 2.03581 -3.39626  -1.2097
C -1.80792 1.70387 -2.66726  1.3097
C -0.66525 1.27724 -3.36241  -0.5745
C 0.56838 1.32102 -2.72441  0.3634
C 0.60028 1.81246 -1.35354  -1.0384
C -0.63113 1.60826 -0.60447  -0.8117
C -1.83593 1.87976 -1.27147  -0.8502
Br 1.03811 3.57032 -0.40060  -0.1069
H -3.20742 3.89209 -2.31467  0.4249
H -3.34835 1.36086 -4.15596  0.4792
H -5.23693 5.45603 -2.62952  0.3589
H -4.50454 2.36417 -5.59279  0.1827
H -7.09906 6.27959 -4.12165  0.3436
H -6.08675 3.49834 -7.05700  0.3558
H -0.86734 1.00853 -4.42131  0.4748
H -2.76910 2.16744 -0.73209  0.5898
H 1.41939 0.95127 -3.33448  0.7682
H -0.71955 1.53156 0.48047  0.8087
P 0.01202 -2.20197 -0.80358  0.3544
C 4.45362 0.93087 -0.39433  -0.2290
C 5.81053 1.58935 -0.68154  -1.3101
H 4.08605 1.13187 0.62257  0.4811
H 3.62524 1.30050 -1.05893  0.1731
H 5.81005 2.63960 -0.35842  0.3968
H 6.62923 1.07046 -0.16399  0.3567
H 6.04009 1.57868 -1.75437  0.3272
C 4.36523 -1.38180 -2.36764  -0.0505
C 5.46097 -2.32868 -2.82786  -1.5208
H 4.39265 -0.47281 -2.97768  0.3577
H 3.33566 -1.79657 -2.50585  0.1061
H 5.37559 -2.55466 -3.89429  0.4047
H 6.44746 -1.88720 -2.67331  0.4059
H 5.45740 -3.27493 -2.29069  0.3512
C 4.13259 -2.05190 0.71484  0.1553
C 5.27299 -2.11881 1.74349  -1.4213
H 3.99743 -3.05160 0.27562  0.3906
H 3.13986 -1.74997 1.11294  0.1224
H 5.04361 -2.81789 2.54749  0.3996
H 6.21100 -2.45265 1.28251  0.3820
H 5.47386 -1.13778 2.17224  0.3673
C -0.05688 -3.21904 0.75024  -0.2855
C -1.15973 -4.28287 0.76180  -1.2659
H -0.19409 -2.50640 1.57998  0.1352
H 0.93476 -3.67612 0.89780  0.4369
H -2.08778 -3.88982 1.19671  0.3169
H -1.39640 -4.66151 -0.24165  0.3035
H -0.84503 -5.14290 1.36574  0.4018
C 0.72348 -3.20833 -2.21450  -0.5569
C 0.17813 -2.77595 -3.55917  -1.2454
H 0.54318 -4.26137 -2.00129  0.5508
H 1.81180 -3.06888 -2.16577  0.1860
H -0.79787 -3.20936 -3.78870  0.3671
H 0.07532 -1.69357 -3.66450  0.1444
H 0.85978 -3.11719 -4.33394  0.4372
C -1.72235 -1.90502 -1.34585  -0.3308
C -2.75546 -1.51882 -0.30982  -0.9450
H -2.05010 -2.80324 -1.88295  0.6379
H -1.64401 -1.09424 -2.08092  0.1384
H -3.59925 -1.02220 -0.79455  0.5037
H -3.18383 -2.37431 0.20911  0.4910
H -2.34905 -0.84943 0.44526  -0.4560
N 0.73191 0.84520 10.95873  -0.4492
C 0.41122 0.79818 9.83625  -0.0112
C 0.01363 0.72378 8.47013  0.2915
C -1.33198 0.80392 8.12798  -1.0014
C -1.74660 0.68366 6.79820  -0.5757
C -0.78368 0.47888 5.79924  2.1986
C 0.59546 0.45213 6.11430  -0.5944
C 0.96474 0.56518 7.46651  -1.0005
N -1.19591 0.29114 4.45987  0.3139
C -2.52073 0.35084 4.00470  -0.4000
C -2.45953 0.16022 2.64404  -0.7003
N -1.14042 -0.01813 2.23745  -0.1885
C -0.40524 0.08684 3.33378  -0.4436
H -2.07555 0.95059 8.89013  0.4670
H -2.81375 0.73944 6.55207  0.2536
H 1.34644 0.34143 5.33312  0.2496
H 2.01755 0.51974 7.73441  0.4293
H -3.36942 0.47995 4.65498  0.3678
H -3.29484 0.14419 1.94237  0.4628
H 0.67684 0.01880 3.43247  0.3287


- Which of these has the lowest largest force on an atom?
  C35H47BrCl4F4N4O3


- Number 1 is which compound?
  C35H47BrCl4F4N4O3


- Number 1 is which compound?
  C35H47BrCl4F4N4O3